Record 1
Molecular formula: C7H14CrOPS
Method: DFT, ωB97M-V with the def2-TZVPD basis set

CARTESIAN COORDINATES (ANGSTROEM)
1 C -0.4040 -0.2768 -3.0677
2 C -1.2108 0.7692 -2.4929
3 C -0.3395 1.7457 -1.8878
4 C 1.0198 1.3213 -2.1191
5 C 0.9846 0.0626 -2.8352
6 Cr -0.0077 -0.2151 -0.9127
7 P -0.0553 -2.6934 -0.3886
8 H -0.7740 -1.1342 -3.6329
9 H -2.2941 0.8657 -2.5889
10 H -0.6495 2.6871 -1.4381
11 H 1.8513 -0.4832 -3.2114
12 H 1.9132 1.9038 -1.8896
13 H 1.0541 -3.4604 -0.8624
14 H -1.1347 -3.4221 -0.9810
15 H -0.1329 -3.1765 0.9493
16 C 0.4790 1.8108 3.2144
17 S 0.2334 0.7060 1.7830
18 C -0.2047 -0.8546 2.5802
19 O -1.0551 1.2309 1.1548
20 H 1.3032 1.4434 3.8316
21 H -0.4593 1.8441 3.7721
22 H 0.7143 2.8042 2.8261
23 H -0.5216 -0.6492 3.6148
24 H -1.0061 -1.3515 2.0222
25 H 0.6967 -1.4781 2.5596

Summary:
Relative energy (zero: lowest compared OMol25 entry of this formula, charge and spin), kcal per mole: 0.0
2S+1: 4
Orbital gap (alpha / beta), Ha: 0.2345 / 0.1998
Calculated total energy, eV: -58074.5591

Record 2
Molecular formula: C7H14F2N2S
Method: DFT, ωB97M-V with the def2-TZVPD basis set

CARTESIAN COORDINATES (ANGSTROEM)
1 C -1.5472 1.2250 -0.8870
2 C 3.0692 -0.9558 1.6767
3 C -1.6273 3.7997 -0.6569
4 C 2.0617 -0.7487 0.5126
5 C 0.6032 -1.1649 0.8512
6 C -1.6091 -2.4523 -0.1022
7 C -0.2009 -1.7630 -0.2996
8 N 0.1443 -1.3728 -1.4619
9 N -1.9339 2.3670 -0.4232
10 F -2.3061 -1.6272 0.7134
11 F -1.6166 -3.6423 0.4695
12 S -0.2945 1.5638 -2.0175
13 H 4.1206 -0.9302 1.5164
14 H 2.8152 -0.2162 2.3522
15 H 2.8665 -1.9491 2.1665
16 H -2.0545 4.1192 -1.6505
17 H -1.9081 4.4034 0.1999
18 H -0.4832 3.8366 -0.6799
19 H 2.2966 -1.2041 -0.3952
20 H 2.2135 0.3931 0.3291
21 H 0.5696 -1.9187 1.5884
22 H 0.0127 -0.2655 1.1997
23 H -2.1762 -2.5899 -0.9704
24 H -0.3872 -1.6553 -2.3267
25 H 0.1790 0.4191 -1.8774
26 H -2.8075 2.3290 0.1727

Summary:
Relative energy (zero: lowest compared OMol25 entry of this formula, charge and spin), kcal per mole: 39.6
Orbital gap, Ha: 0.3292
Calculated total energy, eV: -26732.8930

- Look up the relative energy (zero: lowest compared OMol25 entry of this formula, charge and spin) of the second one.
  39.6 kcal per mole